56
Properties=species:S:1:pos:R:3 method="wB97M-V/def2-TZVPD" charge=-1 total_energy_ha=-1663.61779 multiplicity=2 homo_lumo_gap_ev="2.98 / 8.21"
S 2.267 -3.259 0.465
O 2.653 2.299 -1.775
O -2.025 -2.299 1.269
O 1.734 0.737 -4.147
O -1.043 3.503 -3.738
O -4.242 -0.854 0.463
O -3.079 1.565 1.222
O -1.168 -0.974 -1.539
O -0.967 4.196 -0.382
O 0.152 0.954 4.023
O -0.841 2.850 2.188
O -1.514 -4.114 -0.912
O -1.826 -0.832 3.690
O 1.199 -2.610 -2.431
O 1.712 4.066 0.398
C 0.880 -1.969 0.474
C -0.672 0.122 -1.312
C 3.444 -2.645 1.733
C 0.311 0.420 -0.212
C 1.391 -0.547 0.346
H -3.852 -0.027 0.822
H 1.254 0.287 -3.401
H 0.759 1.397 -0.402
H 4.379 -2.689 1.195
H 1.674 -0.078 1.288
H -0.616 0.370 3.879
H -2.886 -1.843 1.144
H -0.561 -4.214 -0.899
H -0.435 3.894 0.362
H -0.678 3.888 -2.931
H 2.169 -0.562 -0.413
H 0.949 0.479 3.831
H -1.860 -2.723 0.414
H -0.363 0.681 0.628
H -1.840 -3.892 -1.783
H -0.268 3.004 -4.007
H -1.375 -1.386 3.027
H 2.037 1.949 -2.443
H -1.179 0.982 -1.779
H 2.242 3.282 0.141
H -2.768 -0.961 3.626
H 0.520 -2.216 -0.507
H -0.750 2.266 2.962
H 0.855 0.957 -4.542
H 3.275 1.559 -1.697
H 0.294 -2.330 1.303
H -1.165 5.110 -0.177
H -0.046 3.399 2.200
H 0.523 -2.360 -3.073
H -4.080 -0.900 -0.484
H 3.221 -1.704 2.235
H 1.568 4.498 -0.457
H -2.366 2.102 0.881
H 3.409 -3.281 2.623
H -3.438 2.137 1.925
H 2.096 -2.716 -2.749